#one
The following is a quantum chemistry calculation of C2H2FI3O as an isolated structure, from the OMol25 dataset.

Last column: Löwdin charge in e.
Cartesian coordinates (Å):
C -0.467 0.202 0.877  -1.16
C 0.727 -0.403 0.249  -1.10
O 0.854 -1.317 -0.429  -0.01
F -0.403 0.027 -2.150  -0.18
I -0.911 2.128 -0.059  0.79
I -2.313 -1.051 0.597  0.70
I 2.435 0.645 1.026  0.83
H -0.306 0.288 2.003  0.03
H 0.383 -0.518 -2.114  0.10

E_HOMO, Ha: -0.345
Kohn-Sham gap, eV: 8.52
Net charge: 0

***

#two
The following is a quantum chemistry calculation of C2H2FI3O as an isolated structure, from the OMol25 dataset.

Last column: Löwdin charge in e.
Cartesian coordinates (Å):
C 1.681 0.927 0.069  -1.24
C 0.908 -1.150 -1.322  -0.89
O -0.385 -0.892 -1.288  -0.05
F 1.408 -1.028 -2.578  -0.05
I 3.611 0.316 0.584  0.69
I 1.481 2.883 -0.672  0.71
I 1.831 -2.902 -0.468  0.77
H 0.973 0.637 0.760  -0.10
H -1.047 -1.515 -1.751  0.17

E_HOMO (spin up / spin down), Ha: -0.307 / -0.313
Kohn-Sham gap (spin up / spin down), eV: 7.48 / 7.61
Net charge: 0

***

Which of the structures shown above is the most stable? The most stable is #one.